One molecule with the formula C5H6N2. Source: the OMol25 dataset; level of theory: ωB97M-V/def2-TZVPD.

Geometry as XYZ:
```
13
Properties=species:S:1:pos:R:3
N 2.44319 -1.25123 1.47840
N -0.65640 0.27024 0.85626
C 1.71153 -0.46935 1.02867
C -1.11667 -0.95754 0.19051
C 0.16346 0.64349 -1.20722
C 0.74834 0.52428 0.46419
C -1.14154 0.30056 -0.54913
H 0.25961 1.68813 -1.50438
H -0.39462 -1.72503 -0.08017
H -2.04060 -1.32937 0.61842
H 0.98390 -0.03347 -1.27920
H 1.09646 1.50411 0.76801
H -2.05665 0.83519 -0.78437
```

Output
Total charge: 0
E_tot (hartree): -303.48486
Lowest unoccupied orbital energy (eV): 0.8
Structure (SMILES): N#C[C@H]1C[C@H]2CN21



C21H23NO3 as an isolated structure. Source: the OMol25 dataset; level of theory: ωB97M-V/def2-TZVPD.

Geometry as XYZ:
```
48
Properties=species:S:1:pos:R:3
O 2.22599 3.15043 0.72903
O -2.42631 -3.27688 -1.38294
O -0.05329 2.35581 -0.57957
N -0.37362 0.08680 1.08978
C 3.77477 1.06863 -1.60441
C -1.53010 -1.35762 0.10449
C 2.38423 2.39100 -0.24459
C 2.65675 0.64987 -2.12153
C -1.66929 -0.14202 0.55286
C -4.51442 -2.07835 1.14511
C -4.02792 -1.59391 -0.23223
C 1.40567 1.05616 -2.03141
C -0.31325 -1.67485 0.05520
C 2.60798 -1.96053 0.37990
C 3.43759 3.74214 1.49949
C 1.81855 -3.01616 -0.53018
C 1.32704 1.97242 -0.96124
C 3.53422 2.06226 -0.73174
C -0.22448 2.49173 0.69129
C -5.13165 -2.08529 -1.34849
C 0.67668 -0.80926 0.77880
C -0.24706 1.59592 1.65576
C -2.79010 -2.01044 -0.57249
C 1.89481 -0.77823 0.76134
C 0.50142 -2.79894 -0.50202
H -3.78647 -1.59951 1.69052
H 2.97871 4.42747 2.15962
H -4.42912 -3.22727 1.04973
H 0.54652 0.77268 -2.33559
H 2.46857 -3.77026 -1.13788
H 4.84808 0.65910 -2.07027
H 3.84032 3.02248 2.00581
H -4.83089 -1.78900 -2.34474
H 0.86595 1.39920 2.15365
H 2.65079 -0.03396 -3.05735
H -5.47448 -1.76302 1.31381
H 3.71700 -2.03896 0.55096
H -1.27067 2.73896 0.86177
H -2.45247 0.39145 0.89803
H 3.99968 4.33343 0.78845
H -4.03684 -0.63585 -0.16857
H 4.42297 2.19206 -0.16363
H -6.13681 -1.85775 -1.30327
H -0.52571 1.51973 2.65649
H 2.49918 -0.18362 1.40896
H -0.10693 -3.66002 -1.16145
H -4.94065 -3.47498 -1.40144
H 0.20905 3.53694 1.00617
```

Output
Total charge: 0
E_tot (hartree): -1093.82463
Lowest unoccupied orbital energy (eV): 0.1